No. 1
A molecular structure, C38H40BrClFN7O10RuS2 in a non-equilibrium geometry, computed with the ωB97M-V functional and the def2-TZVPD basis.

The calculation puts the HOMO-LUMO gap (spin up / spin down) at 7.2 / 6.5 eV. Its spin multiplicity is 2. The energy is -6633.1463 Eh. The LUMO energy (spin up / spin down) comes out at 1.286 / 0.793 eV. As for the charge: -1.

Element x y z (Å)
Ru1 0.505 0.572 -0.256
Br1 1.512 -1.913 0.570
Cl1 2.072 -7.898 -6.108
S1 3.053 2.841 -2.801
S2 2.202 1.893 -1.022
F1 3.755 4.528 1.995
O1 -4.062 -2.008 -4.273
O2 -1.516 1.675 -0.389
O3 2.327 6.806 2.934
O4 4.471 2.709 -2.588
O5 2.477 1.967 -3.805
O6 0.817 1.107 2.012
O7 -0.624 4.096 5.030
O8 2.508 4.173 -2.727
O9 -3.533 1.696 -1.898
O10 -0.757 0.091 3.223
N1 0.860 5.389 3.922
N2 1.083 3.077 3.903
N3 -2.476 -0.165 0.655
N4 -1.402 -0.882 0.510
N5 -0.144 -0.729 -2.293
N6 -0.139 -0.808 -4.514
N7 -1.390 -0.638 -4.073
C1 -3.727 1.889 0.476
C2 -2.254 -2.816 -5.715
C3 1.951 -5.131 -1.062
C4 -5.145 -2.533 -6.891
C5 2.635 4.436 2.733
C6 2.175 3.221 3.103
C7 -0.370 -7.064 -5.338
C8 -6.279 2.895 0.158
C9 3.067 -5.950 -1.015
C10 -2.328 1.322 0.625
C11 -4.469 2.255 1.584
C12 2.543 -6.556 1.239
C13 3.366 -6.664 0.132
C14 -0.915 -4.754 -4.896
C15 -1.366 -2.160 0.583
C16 -2.491 -0.403 -4.963
C17 -3.370 -1.108 -7.899
C18 0.588 -0.847 -3.428
C19 0.359 4.174 4.326
C20 1.119 -5.026 0.045
C21 0.150 0.889 3.047
C22 -4.256 2.032 -0.814
C23 1.991 5.665 3.152
C24 -3.257 -1.681 -5.392
C25 -1.912 -3.700 -4.507
C26 0.394 -4.402 -5.208
C27 0.610 1.767 4.279
C28 -5.553 2.520 -0.955
C29 1.425 -5.747 1.195
C30 -0.104 -4.207 0.073
C31 -0.156 -2.903 0.364
C32 -1.383 -0.598 -2.738
C33 0.927 -6.690 -5.643
C34 -1.282 -6.091 -4.970
C35 -5.745 2.766 1.429
C36 -4.180 -1.363 -6.625
C37 -5.035 -0.124 -6.324
C38 1.316 -5.362 -5.584
H1 1.410 1.214 4.776
H2 -5.844 -0.049 -7.048
H3 -7.276 3.296 0.033
H4 -6.313 3.070 2.295
H5 2.767 -7.105 2.141
H6 -4.049 -0.842 -8.706
H7 -1.917 1.622 1.610
H8 0.694 -3.366 -5.155
H9 -2.272 -0.500 -2.149
H10 -3.323 -0.563 1.060
H11 -1.501 -3.092 -3.701
H12 -1.041 -4.729 -0.078
H13 -4.583 -2.789 -4.490
H14 -5.958 2.619 -1.950
H15 -2.581 1.654 -1.556
H16 1.654 -0.960 -3.435
H17 4.240 -7.298 0.168
H18 -3.189 0.252 -4.440
H19 3.707 -6.034 -1.881
H20 -2.673 -0.286 -7.772
H21 -2.295 -6.383 -4.730
H22 -0.662 -8.102 -5.386
H23 -2.654 -3.470 -6.492
H24 2.653 2.318 2.757
H25 -0.230 1.895 4.964
H26 -4.030 2.145 2.566
H27 0.777 -5.662 2.055
H28 -2.258 -2.743 0.828
H29 -4.445 0.785 -6.385
H30 -4.621 -3.477 -7.029
H31 -2.811 -1.987 -8.205
H32 -5.469 -0.194 -5.329
H33 0.330 6.197 4.227
H34 -1.338 -2.368 -6.097
H35 1.723 -4.582 -1.963
H36 -2.080 0.100 -5.838
H37 2.329 -5.082 -5.825
H38 -2.815 -4.183 -4.128
H39 -5.867 -2.644 -6.085
H40 -5.705 -2.333 -7.802

No. 2
A molecular structure, C38H41AsClLiN3OS2Si2 in a non-equilibrium geometry, computed with the ωB97M-V functional and the def2-TZVPD basis.

The calculation puts the HOMO-LUMO gap (spin up / spin down) at 2.3 / 2.3 eV. Its spin multiplicity is 2. The energy is -5790.8859 Eh. The LUMO energy (spin up / spin down) comes out at 3.519 / 3.532 eV. As for the charge: -2.

Element x y z (Å)
As1 -0.585 0.669 -2.895
Cl1 -3.916 1.417 1.354
S1 6.451 1.177 -0.498
S2 -3.028 -0.159 6.550
Si1 -1.431 -0.985 -4.450
Si2 0.677 2.030 -4.481
O1 0.058 -2.799 0.990
N1 -1.267 -3.053 1.195
N2 2.604 -0.967 2.124
N3 0.612 -0.723 3.987
C1 -1.271 1.974 0.134
C2 -4.487 1.309 -2.587
C3 4.136 0.320 3.431
C4 -2.268 -0.177 -5.954
C5 1.700 1.027 -5.623
C6 4.410 0.997 4.666
C7 -0.035 -2.151 -5.050
C8 6.156 -0.650 -2.223
C9 -2.837 -1.937 -3.715
C10 3.456 -1.012 1.153
C11 -2.950 -4.696 1.522
C12 -3.546 0.251 8.151
C13 6.814 0.523 -2.055
C14 1.833 -0.238 4.266
C15 2.874 -0.393 3.299
C16 5.431 -0.137 -0.075
C17 -3.580 -2.417 1.026
C18 -2.582 0.824 8.915
C19 0.964 0.818 6.255
C20 -2.226 -2.070 0.872
C21 2.044 0.584 5.402
C22 -2.101 1.898 -2.286
C23 -0.356 3.180 -5.571
C24 5.428 -1.104 -1.102
C25 3.385 1.152 5.575
C26 5.028 0.445 2.324
C27 1.788 2.952 -3.342
C28 -1.615 -4.301 1.551
C29 -4.717 1.273 -1.214
C30 -0.440 -0.464 4.762
C31 -1.450 0.490 6.815
C32 -1.412 1.047 8.128
C33 -0.306 0.287 5.934
C34 -3.244 1.619 -3.088
C35 -3.690 1.558 -0.343
C36 -3.938 -3.770 1.272
C37 -2.293 1.775 -0.755
C38 4.679 -0.237 1.148
Li1 0.719 -1.716 2.226
H1 1.129 1.369 7.176
H2 -4.503 -0.094 8.495
H3 -0.737 2.622 -6.472
H4 5.426 1.346 4.808
H5 -1.183 3.710 -5.020
H6 6.175 -1.197 -3.195
H7 -1.670 0.648 -6.398
H8 7.629 0.898 -2.662
H9 -1.609 2.832 -2.526
H10 -4.345 -1.698 0.806
H11 -0.836 -5.057 1.785
H12 -4.930 -4.215 1.252
H13 1.020 0.314 -6.132
H14 -1.455 -0.825 4.473
H15 1.219 3.905 -3.067
H16 -5.310 1.092 -3.222
H17 4.992 -2.124 -1.005
H18 2.095 1.780 -6.312
H19 2.668 3.293 -3.849
H20 0.493 -1.630 -5.897
H21 -2.855 -2.084 -2.564
H22 0.783 -2.401 -4.305
H23 0.208 4.022 -6.034
H24 -3.265 0.167 -5.799
H25 -0.424 -3.093 -5.414
H26 2.010 2.466 -2.397
H27 -2.777 -2.951 -4.090
H28 -0.437 1.419 8.424
H29 3.198 -1.589 0.262
H30 -2.448 -0.910 -6.773
H31 -2.704 0.953 9.942
H32 -5.729 1.065 -0.799
H33 -1.474 2.199 1.192
H34 6.033 0.871 2.412
H35 -3.844 -1.623 -3.979
H36 2.512 0.431 -5.151
H37 -3.144 -5.708 1.851
H38 -0.295 2.002 -0.305
H39 3.601 1.927 6.397
H40 -3.020 1.518 -4.164
H41 -1.873 -1.092 0.535